Entry from the OMol25 dataset: a structure of composition C30H39CrO6Sb (ωB97M-V/def2-TZVPD).

The HOMO energy (spin up / spin down) comes out at -0.46164 / -0.46172 Eh. The spin multiplicity is 5. The LUMO energy (spin up / spin down) is -6.863 / -5.675 eV. The value obtained for the total energy is -78968.9623 eV. As for the total charge: +2. The value obtained for the frontier orbital gap (spin up / spin down) is 5.70 / 6.89 eV. Its energy relative to the best compared isomer or geometry (same formula, charge and spin) is 0.00 kJ/mol.

CARTESIAN COORDINATES (ANGSTROEM)
Cr 0.9384 1.3606 1.6953
C 4.1444 2.1848 1.4620
C 3.7491 1.1247 0.4751
O 2.3992 1.2867 0.0271
C 2.3307 2.0017 -1.2410
C 1.3057 3.1133 -1.1189
O 0.3416 2.6497 -0.1282
C -0.9788 2.9578 -0.4699
C -1.8745 2.6341 0.7122
O -1.3653 1.4220 1.2944
C -2.1574 1.0653 2.4460
C -1.4561 -0.1585 3.0735
O -0.0345 0.1052 3.2536
C 0.3359 0.3048 4.6558
C 0.3258 1.7778 4.9993
O 1.1160 2.4513 4.0219
C 2.4130 2.8006 4.5017
C 3.2142 3.2667 3.3448
O 3.1471 2.0940 2.4526
H 4.1619 3.2143 1.0049
H 5.1692 1.9843 1.8638
H 3.7721 0.1690 1.0152
H 4.4815 1.0280 -0.3496
H 2.0775 1.3202 -2.0763
H 3.3324 2.4209 -1.3430
H 0.7331 3.3351 -2.0872
H 1.7655 4.0157 -0.7160
H -1.2570 2.3593 -1.3181
H -1.0384 4.0290 -0.7425
H -2.9183 2.4766 0.3508
H -1.7974 3.4003 1.4995
H -3.1808 0.8426 2.1226
H -2.1158 1.8993 3.1292
H -1.5117 -1.0101 2.3777
H -1.9072 -0.3947 4.0578
H 1.3233 -0.1648 4.7454
H -0.4253 -0.2624 5.2380
H 0.8011 1.9815 5.9518
H -0.7109 2.1975 5.0332
H 2.8664 1.8987 4.9551
H 2.3604 3.5524 5.3093
H 4.2680 3.4245 3.6383
H 2.8241 4.1439 2.7977
C -4.5632 -3.9309 0.3543
C -3.3027 -4.5198 0.3959
C -2.2401 -3.9040 -0.2817
C -2.4824 -2.8289 -1.1486
C -3.7643 -2.3187 -1.2717
C -4.7698 -2.8485 -0.5040
Sb -0.7834 -1.4797 -1.4045
C -1.3482 -0.6072 -3.3164
C -0.7008 -0.8724 -4.5519
C -1.1472 -0.2197 -5.6986
C -2.2454 0.6571 -5.6232
C -2.9087 0.8525 -4.4376
C -2.4296 0.2565 -3.2756
C 0.6761 -2.9757 -1.9215
C 1.9081 -2.8912 -1.2557
C 2.9749 -3.6891 -1.6169
C 2.8002 -4.6445 -2.6524
C 1.5806 -4.7513 -3.3166
C 0.5350 -3.9211 -2.9049
H -5.3992 -4.3774 0.8790
H -3.1839 -5.4668 0.9092
H -1.2275 -4.3311 -0.2403
H -3.9205 -1.5295 -2.0280
H -5.7761 -2.4047 -0.5960
H 0.1354 -1.5913 -4.5713
H -0.6917 -0.4407 -6.6660
H -2.4992 1.1257 -6.5471
H -3.8055 1.4718 -4.3578
H -2.8961 0.5243 -2.3199
H 2.0107 -2.2732 -0.3840
H 3.9378 -3.6359 -1.0962
H 3.6423 -5.3023 -2.9171
H 1.3729 -5.4159 -4.1396
H -0.4571 -4.0199 -3.4084